# 1
C4H4O2S | ωB97M-V with the def2-TZVPD basis set

Element x y z (Å)
C (2.625, 2.108, 0.025)
C (1.923, 1.144, 0.096)
C (-2.199, -0.795, -0.159)
C (-1.137, -0.109, 0.189)
O (0.818, -1.661, 1.158)
O (0.644, -1.463, -1.313)
S (0.521, -0.880, -0.009)
H (3.235, 2.970, 0.035)
H (-3.200, -0.406, -0.056)
H (-2.117, -1.788, -0.568)
H (-1.114, 0.882, 0.604)

The value obtained for the orbital gap (spin up / spin down) is 8.864 / 8.865 eV.

# 2
C4H4O2S | ωB97M-V with the def2-TZVPD basis set

Element x y z (Å)
O (2.138, -1.831, 0.158)
C (1.917, -0.551, -0.322)
C (0.858, 0.339, 0.387)
O (0.420, 1.457, -0.234)
C (-0.506, 0.291, -0.213)
C (-1.886, 0.243, 0.289)
S (-3.096, -0.868, -0.138)
H (2.123, -0.337, -1.338)
H (0.813, 0.378, 1.520)
H (-0.496, 0.153, -1.245)
H (-2.284, 0.725, 1.138)

The value obtained for the orbital gap is 7.899 eV. Its structure (SMILES) is O=C[C@H]1O[C@@H]1C=S.

# 3
C4H4O2S | ωB97M-V with the def2-TZVPD basis set

Element x y z (Å)
C (2.117, 2.353, 0.272)
C (0.486, -0.759, 0.709)
C (2.655, 0.105, 0.000)
C (-0.783, -1.170, 0.044)
O (3.021, 1.394, 0.229)
O (1.377, -0.199, -0.041)
S (3.814, -1.105, -0.227)
H (2.795, 3.231, 0.489)
H (-0.709, -1.707, -0.943)
H (-1.213, -0.352, -0.357)
H (-1.607, -1.636, 0.599)

As for the multiplicity: 3. The value obtained for the orbital gap (spin up / spin down) is 4.936 / 4.643 eV.

# 4
C4H4O2Tl | ωB97M-V with the def2-TZVPD basis set

Element x y z (Å)
H (1.276, 2.383, 0.076)
O (1.327, -2.273, 0.245)
C (0.075, -1.667, 0.052)
C (0.240, -0.232, -0.165)
C (0.579, 0.898, -0.554)
H (1.196, -3.210, 0.420)
H (-0.590, -1.794, 0.926)
H (-0.459, -2.079, -0.823)
C (0.145, 1.952, 0.289)
O (-0.809, 2.707, 0.140)
Tl (-2.979, 3.315, -0.605)

The value obtained for the orbital gap is 8.856 eV. As for the total charge: +1.

# 5
C4H4O3 | ωB97M-V with the def2-TZVPD basis set

Element x y z (Å)
O (0.682, -1.848, -1.338)
C (0.513, -1.353, -0.255)
C (-0.179, -0.024, -0.076)
C (-1.119, 0.099, 1.088)
O (-0.901, -0.421, 2.155)
C (0.603, 1.109, -0.610)
O (-0.552, 0.636, -1.264)
H (0.906, -1.795, 0.678)
H (-2.052, 0.659, 0.874)
H (0.552, 2.105, -0.173)
H (1.547, 0.833, -1.081)

The value obtained for the orbital gap is 10.392 eV. Its structure (SMILES) is O=CC1(C=O)CO1.

# 6
C4H4O3 | ωB97M-V with the def2-TZVPD basis set

Element x y z (Å)
O (-0.686, 1.484, -1.301)
C (-0.842, 1.089, -0.162)
C (0.061, -0.028, 0.124)
C (1.185, 0.281, -0.832)
O (1.935, 1.060, -0.292)
C (-0.159, -1.147, 1.009)
O (-1.117, -0.967, -0.008)
H (-1.662, 1.384, 0.493)
H (1.302, -0.102, -1.860)
H (0.429, -2.035, 0.783)
H (-0.446, -1.020, 2.046)

The value obtained for the orbital gap is 11.025 eV. Its structure (SMILES) is O=CC1(C=O)CO1.

# 7
C4H4O3 | ωB97M-V with the def2-TZVPD basis set

Element x y z (Å)
O (1.518, -0.787, 1.329)
C (0.641, -1.075, 0.556)
C (0.018, -0.003, -0.272)
C (-1.583, -0.257, 0.175)
O (-1.521, -1.030, 1.104)
C (0.680, 1.268, -0.619)
O (0.811, 0.134, -1.456)
H (0.388, -2.117, 0.290)
H (-2.644, 0.088, 0.044)
H (-0.022, 1.998, -1.026)
H (1.601, 1.667, -0.182)

The value obtained for the orbital gap is 9.734 eV. Its structure (SMILES) is O=CC1(C=O)CO1.

# 8
C4H4O3 | ωB97M-V with the def2-TZVPD basis set

Element x y z (Å)
O (-2.041, 1.114, -0.513)
C (-0.945, 1.176, -0.023)
C (-0.005, -0.011, -0.064)
C (1.312, 0.266, -0.726)
O (1.566, 1.348, -1.197)
C (-0.240, -1.176, 0.811)
O (-0.531, -1.237, -0.562)
H (-0.576, 2.094, 0.481)
H (1.968, -0.621, -0.848)
H (0.594, -1.776, 1.178)
H (-1.128, -1.154, 1.447)

The value obtained for the orbital gap is 10.526 eV. Its structure (SMILES) is O=CC1(C=O)CO1.

# 9
C4H4O3 | ωB97M-V with the def2-TZVPD basis set

Element x y z (Å)
O (2.223, -0.031, -0.196)
C (1.029, -0.055, -0.006)
C (0.217, 1.231, 0.471)
C (-1.017, 1.191, -0.188)
O (-1.509, -0.008, -0.423)
C (-1.016, -1.031, 0.404)
O (0.309, -1.135, -0.123)
H (0.987, 2.159, 0.664)
H (-1.634, 2.156, -0.323)
H (-1.667, -1.933, 0.064)
H (-1.148, -1.003, 1.441)

The value obtained for the orbital gap is 10.331 eV. Its structure (SMILES) is O=C1C=COCO1.

# 10
C4H4O3 | ωB97M-V with the def2-TZVPD basis set

Element x y z (Å)
O (2.427, 0.199, -0.300)
C (1.328, 0.621, -0.223)
C (0.150, 1.284, -0.899)
O (-0.417, 1.858, 0.258)
C (-0.026, 0.473, 0.429)
C (-0.850, -0.804, 0.629)
O (-0.273, -1.906, 0.041)
H (-0.322, 1.424, -1.845)
H (-1.783, -0.595, 0.241)
H (-0.966, -0.949, 1.778)
H (0.732, -1.605, -0.108)

The value obtained for the orbital gap is 10.576 eV. Its structure (SMILES) is O=C1[C@@H]2O[C@]12CO.

# 11
C4H4O4 | ωB97M-V with the def2-TZVPD basis set

Element x y z (Å)
C (-1.339, 1.491, 0.222)
C (0.504, -1.089, 1.183)
C (0.369, -0.352, -1.185)
C (0.511, -0.041, 0.291)
O (-2.156, 1.201, 1.068)
O (0.081, -2.224, 0.860)
O (-1.156, 2.237, -0.721)
O (1.041, -0.884, 2.370)
H (-0.606, -0.899, -1.360)
H (1.381, -0.686, -1.631)
H (0.147, 0.553, -1.662)
H (1.225, 0.693, 0.565)

The value obtained for the orbital gap (spin up / spin down) is 5.367 / 5.367 eV. As for the total charge: -2.

# 12
C4H4O4 | ωB97M-V with the def2-TZVPD basis set

Element x y z (Å)
C (0.913, 0.785, 0.035)
C (-0.163, 1.694, -0.368)
C (-1.795, 0.108, 0.196)
C (0.762, -0.546, -0.205)
O (-2.559, -0.761, 0.457)
O (-1.355, 1.126, -0.182)
O (1.701, -1.450, 0.287)
O (-0.301, -1.141, -0.987)
H (1.838, 1.112, 0.481)
H (-0.116, 2.791, -0.151)
H (1.430, -1.680, 1.177)
H (-0.357, -2.038, -0.740)

The value obtained for the orbital gap (spin up / spin down) is 6.863 / 6.863 eV.

# 13
C4H4O5Sn | ωB97M-V with the def2-TZVPD basis set

Element x y z (Å)
O (-0.159, 1.084, -1.502)
C (-1.407, 0.775, -1.588)
O (-1.573, 0.018, -0.482)
H (0.852, -2.028, 1.374)
Sn (-3.796, 1.025, -3.017)
O (-2.155, 0.776, -2.550)
O (0.570, -0.907, -0.348)
C (1.315, -1.176, 0.865)
C (1.177, 0.135, 1.633)
O (0.040, 0.756, 0.985)
C (-0.178, 0.154, -0.160)
H (2.344, -1.411, 0.579)
H (2.042, 0.797, 1.521)
H (0.928, 0.001, 2.689)

The value obtained for the orbital gap is 7.738 eV. As for the total charge: +2.

# 14
C4H4OS | ωB97M-V with the def2-TZVPD basis set

Element x y z (Å)
C (-0.873, -1.102, 0.141)
C (0.602, -0.730, -0.297)
C (1.129, 0.553, -0.168)
C (1.817, 1.550, -0.180)
H (-2.425, 1.393, 1.265)
H (-1.302, -2.064, -0.047)
H (-0.874, -0.711, 1.240)
H (2.419, 2.405, -0.776)
O (1.527, -1.587, -0.569)
S (-2.021, 0.294, -0.609)

The value obtained for the orbital gap is 7.575 eV.

# 15
C4H4OS | ωB97M-V with the def2-TZVPD basis set

Element x y z (Å)
C (0.863, -1.026, -0.203)
C (-0.387, -1.262, 0.118)
S (-1.832, -0.202, -0.166)
C (-0.836, 1.190, -0.058)
C (0.519, 1.105, -0.042)
O (1.418, 0.108, -0.138)
H (1.444, -1.819, -0.160)
H (-0.868, -2.195, 0.360)
H (-1.419, 2.108, 0.198)
H (1.098, 1.991, 0.092)

The value obtained for the orbital gap is 8.169 eV. Its structure (SMILES) is C1=CSC=CO1.

# 16
C4H4S | ωB97M-V with the def2-TZVPD basis set

Element x y z (Å)
C (0.713, -0.391, -0.795)
C (0.533, 0.934, -0.409)
C (-0.536, 0.564, 0.625)
S (-1.997, -0.014, -0.202)
C (-0.187, -0.898, 0.286)
H (1.401, -0.959, -1.380)
H (1.042, 1.917, -0.594)
H (-0.498, 0.693, 1.623)
H (-0.470, -1.847, 0.845)

The value obtained for the orbital gap is 8.407 eV. Its structure (SMILES) is C1=C[C@H]2S[C@@H]12.

# 17
C4H4S | ωB97M-V with the def2-TZVPD basis set

Element x y z (Å)
C (-2.628, -1.350, 0.141)
C (-2.113, -0.256, -0.006)
C (2.060, 0.832, 0.265)
C (1.146, 0.270, -0.455)
S (-1.205, 1.158, -0.175)
H (-3.252, -2.214, 0.379)
H (3.013, 0.324, 0.102)
H (1.979, 1.427, 1.198)
H (0.999, -0.191, -1.449)

The value obtained for the orbital gap is 7.507 eV.